1.
Computed, not measured: a cluster of 2 separate species, C6H12O in total, with ωB97M-V/def2-TZVPD.

Kohn-Sham gap: 10.46 eV
structure (SMILES): C=CCC.CC=O
spin multiplicity: 1
E_LUMO: 0.0386 hartree
E_HOMO: -9.4 eV
strongest force on any atom: 0.58 eV/A
energy relative to the best compared isomer or geometry (same formula, charge and spin): 1.367 eV

Last column: Löwdin charge in e.
Atoms and positions in Å:
1 C -0.307 1.889 0.756  -0.11
2 C 1.047 1.226 0.486  -0.27
3 C 1.264 -0.019 1.304  -0.21
4 C 1.684 -1.187 0.822  -0.01
5 O 0.306 -1.110 -2.160  0.02
6 C -0.889 -0.951 -2.069  -0.31
7 C -1.700 -1.210 -0.829  -0.06
8 H -0.380 2.860 0.254  0.07
9 H -1.134 1.264 0.402  0.05
10 H -0.457 2.055 1.829  0.07
11 H 1.150 0.985 -0.579  0.10
12 H 1.069 0.077 2.374  0.10
13 H 1.843 1.945 0.726  0.11
14 H 1.849 -2.042 1.473  0.05
15 H 1.866 -1.328 -0.241  0.05
16 H -1.467 -0.600 -2.951  0.12
17 H -1.047 -1.286 0.045  0.06
18 H -2.445 -0.419 -0.688  0.07
19 H -2.252 -2.150 -0.955  0.09

=====

2.
Computed, not measured: a structure of composition C5H25BaNO6 in a non-equilibrium geometry, with ωB97M-V/def2-TZVPD.

Kohn-Sham gap (alpha / beta): 9.02 / 4.23 eV
net charge: +3
spin multiplicity: 2
<S²>: 0.75
E_LUMO (alpha / beta): -0.3863 / -0.5614 hartree
E_HOMO (alpha / beta): -19.5 / -19.5 eV
strongest force on any atom: 3.35 eV/A

Last column: Mulliken spin population.
Atoms and positions in Å:
1 N 1.553 -2.585 1.150  0.00
2 H 2.524 -2.429 1.383  0.00
3 H 1.055 -2.794 2.004  0.00
4 H 1.470 -3.383 0.537  0.00
5 H 1.060 -1.801 0.750  0.00
6 Ba -1.742 -1.193 2.395  0.00
7 O 0.140 -0.574 0.429  0.01
8 H -0.423 0.129 0.050  0.00
9 C -1.971 2.614 1.961  0.00
10 O -1.143 1.575 2.439  0.00
11 H -1.572 3.626 2.029  0.00
12 H -2.076 2.508 0.881  0.00
13 H -2.983 2.583 2.364  0.00
14 H -0.272 1.843 2.139  0.00
15 C -3.265 -0.106 -1.015  0.00
16 O -3.352 -0.640 0.274  0.00
17 H -2.874 -0.743 -1.808  0.00
18 H -4.247 0.286 -1.279  0.00
19 H -2.564 0.723 -1.117  0.00
20 H -4.120 -1.216 0.306  0.00
21 C 1.738 1.235 -2.072  0.06
22 O 2.195 0.069 -1.381  0.75
23 H 0.748 1.092 -2.506  0.06
24 H 1.554 2.106 -1.444  0.09
25 H 2.416 1.505 -2.883  0.01
26 H 1.462 -0.211 -0.828  0.00
27 C -0.117 -2.064 -2.758  0.00
28 O -0.085 -2.360 -1.393  0.00
29 H 0.838 -1.725 -3.159  0.00
30 H -0.366 -2.945 -3.351  0.00
31 H -0.838 -1.304 -3.060  0.00
32 H 0.069 -1.547 -0.907  0.00
33 C 2.897 1.427 1.670  0.01
34 O 1.526 1.251 1.940  0.01
35 H 3.061 1.838 0.674  0.01
36 H 3.259 2.205 2.342  0.00
37 H 3.347 0.445 1.816  0.00
38 H 1.098 0.560 1.428  0.00